{
  "formula": "C23H26N4O4S",
  "method": "ωB97M-V/def2-TZVPD",
  "total_charge": 0,
  "relative_energy_kj_mol": 94.95,
  "species": ["C", "O", "C", "C", "C", "C", "C", "C", "C", "N", "C", "S", "N", "C", "C", "C", "C", "O", "N", "C", "C", "N", "C", "C", "O", "C", "C", "C", "C", "C", "C", "O", "H", "H", "H", "H", "H", "H", "H", "H", "H", "H", "H", "H", "H", "H", "H", "H", "H", "H", "H", "H", "H", "H", "H", "H", "H", "H"],
  "positions_angstrom": [[2.95, -8.08, -1.19], [2.51, -6.80, -1.56], [1.21, -6.63, -1.92], [0.30, -7.66, -2.08], [-1.00, -7.39, -2.47], [-1.41, -6.09, -2.70], [-0.50, -5.05, -2.53], [0.80, -5.30, -2.13], [1.77, -4.18, -1.92], [1.14, -3.04, -1.27], [0.77, -3.18, 0.04], [1.03, -4.53, 0.93], [0.15, -2.12, 0.63], [-0.13, -0.93, 0.01], [-0.77, 0.12, 0.67], [-1.03, 1.30, -0.01], [-1.74, 2.44, 0.64], [-2.53, 3.13, 0.04], [-1.40, 2.65, 1.93], [-1.96, 3.72, 2.74], [-0.91, 4.71, 3.24], [-0.80, 5.89, 2.40], [0.04, 6.91, 3.01], [0.03, 8.16, 2.13], [0.51, 7.88, 0.84], [-0.29, 6.89, 0.24], [-0.31, 5.60, 1.06], [-0.67, 1.43, -1.35], [-0.03, 0.40, -2.01], [0.25, -0.79, -1.33], [0.93, -1.89, -2.03], [1.30, -1.83, -3.18], [2.91, -8.78, -2.04], [3.99, -7.97, -0.88], [2.37, -8.48, -0.36], [0.59, -8.68, -1.91], [-1.70, -8.20, -2.59], [-2.42, -5.88, -3.01], [-0.82, -4.03, -2.71], [2.60, -4.53, -1.29], [2.16, -3.81, -2.87], [-0.13, -2.26, 1.60], [-1.07, -0.02, 1.69], [-0.68, 2.10, 2.35], [-2.70, 4.24, 2.12], [-2.47, 3.27, 3.60], [-1.20, 5.06, 4.23], [0.06, 4.19, 3.34], [-0.37, 7.15, 3.99], [1.08, 6.55, 3.13], [0.69, 8.92, 2.55], [-0.99, 8.55, 2.08], [0.14, 6.71, -0.75], [-1.32, 7.25, 0.13], [-0.98, 4.90, 0.57], [0.71, 5.17, 1.09], [-0.91, 2.35, -1.86], [0.26, 0.48, -3.04]]
}

{
  "formula": "C23H26N4O5S",
  "method": "ωB97M-V/def2-TZVPD",
  "total_charge": 0,
  "relative_energy_kj_mol": 67.83,
  "species": ["C", "C", "C", "C", "C", "C", "C", "N", "C", "C", "O", "N", "C", "C", "C", "C", "C", "C", "C", "C", "S", "O", "O", "C", "C", "C", "N", "C", "O", "N", "C", "O", "C", "H", "H", "H", "H", "H", "H", "H", "H", "H", "H", "H", "H", "H", "H", "H", "H", "H", "H", "H", "H", "H", "H", "H", "H", "H", "H"],
  "positions_angstrom": [[-1.89, -2.54, -2.94], [-1.16, -2.30, -1.65], [-0.66, -3.37, -0.91], [0.02, -3.15, 0.27], [0.57, -4.29, 1.07], [0.17, -1.85, 0.75], [-0.34, -0.77, 0.03], [-0.19, 0.54, 0.49], [0.52, 0.81, 1.72], [2.02, 0.59, 1.54], [2.72, 0.12, 2.42], [2.46, 0.97, 0.32], [3.80, 0.94, -0.12], [4.35, 2.12, -0.59], [5.67, 2.15, -1.01], [6.43, 1.00, -0.93], [5.88, -0.20, -0.48], [6.74, -1.43, -0.41], [4.54, -0.24, -0.09], [3.89, -1.53, 0.32], [-1.22, 1.72, -0.08], [-1.19, 2.83, 0.82], [-0.88, 2.00, -1.44], [-2.88, 1.00, -0.01], [-3.84, 1.14, -0.96], [-3.69, 1.88, -2.24], [-5.06, 0.57, -0.75], [-5.43, -0.15, 0.38], [-6.52, -0.63, 0.50], [-4.43, -0.24, 1.31], [-3.15, 0.30, 1.23], [-2.37, 0.16, 2.14], [-0.99, -1.01, -1.18], [-1.43, -3.35, -3.50], [-2.93, -2.81, -2.73], [-1.89, -1.64, -3.55], [-0.79, -4.37, -1.28], [-0.06, -4.49, 1.93], [1.57, -4.05, 1.44], [0.63, -5.19, 0.47], [0.70, -1.70, 1.67], [0.14, 0.20, 2.55], [0.34, 1.86, 1.97], [1.80, 1.49, -0.25], [3.75, 3.02, -0.63], [6.11, 3.06, -1.38], [7.47, 1.02, -1.23], [7.78, -1.18, -0.63], [6.41, -2.17, -1.14], [6.69, -1.88, 0.58], [3.94, -1.63, 1.41], [2.84, -1.53, 0.04], [4.38, -2.38, -0.14], [-2.66, 2.17, -2.40], [-4.31, 2.77, -2.22], [-4.02, 1.26, -3.07], [-5.78, 0.68, -1.45], [-4.65, -0.74, 2.16], [-1.32, -0.18, -1.77]]
}

{
  "formula": "C23H26N4O7S",
  "method": "ωB97M-V/def2-TZVPD",
  "total_charge": 0,
  "relative_energy_kj_mol": 381.82,
  "species": ["C", "O", "C", "C", "C", "C", "C", "N", "N", "C", "N", "C", "O", "C", "C", "C", "C", "S", "O", "O", "N", "C", "C", "C", "C", "C", "C", "O", "C", "C", "O", "C", "O", "C", "C", "H", "H", "H", "H", "H", "H", "H", "H", "H", "H", "H", "H", "H", "H", "H", "H", "H", "H", "H", "H", "H", "H", "H", "H", "H", "H"],
  "positions_angstrom": [[-3.08, -3.69, 2.73], [-3.84, -2.52, 2.87], [-3.21, -1.33, 2.76], [-4.03, -0.19, 2.69], [-3.47, 1.04, 2.48], [-2.09, 1.19, 2.34], [-1.56, 2.46, 1.94], [-2.17, 3.61, 1.95], [-1.37, 4.51, 1.34], [-0.30, 3.86, 0.98], [0.76, 4.36, 0.28], [1.66, 3.66, -0.49], [2.60, 4.22, -1.00], [1.37, 2.20, -0.62], [0.17, 1.77, -1.19], [-0.13, 0.42, -1.21], [0.77, -0.48, -0.69], [0.33, -2.21, -0.64], [-0.88, -2.34, 0.13], [1.46, -2.97, -0.19], [-0.04, -2.56, -2.24], [-1.29, -3.23, -2.49], [1.06, -2.97, -3.08], [2.22, -1.98, -3.02], [3.34, -2.26, -4.02], [4.00, -0.88, -4.12], [2.80, 0.07, -3.94], [1.75, -0.68, -3.35], [1.98, -0.07, -0.17], [2.29, 1.28, -0.13], [-0.34, 2.56, 1.35], [-1.26, 0.06, 2.50], [0.08, 0.27, 2.46], [0.94, -0.80, 2.81], [-1.83, -1.18, 2.71], [-2.46, -3.66, 1.83], [-2.44, -3.86, 3.61], [-3.80, -4.51, 2.65], [-5.10, -0.32, 2.77], [-4.08, 1.92, 2.38], [0.85, 5.37, 0.29], [-0.52, 2.49, -1.60], [-1.06, 0.06, -1.63], [-1.18, -4.32, -2.52], [-1.70, -2.89, -3.45], [-1.98, -2.96, -1.69], [0.68, -3.01, -4.11], [1.43, -3.96, -2.79], [2.63, -1.98, -2.00], [4.02, -3.03, -3.67], [2.91, -2.55, -4.98], [4.50, -0.73, -5.07], [4.71, -0.75, -3.31], [3.05, 0.92, -3.30], [2.44, 0.45, -4.90], [2.67, -0.81, 0.21], [3.22, 1.63, 0.28], [0.71, -1.17, 3.81], [1.94, -0.38, 2.81], [0.89, -1.62, 2.09], [-1.20, -2.05, 2.79]]
}

{
  "formula": "C23H26N6O2S",
  "method": "ωB97M-V/def2-TZVPD",
  "total_charge": 0,
  "relative_energy_kj_mol": 117.84,
  "species": ["C", "C", "C", "C", "C", "C", "C", "C", "N", "C", "C", "C", "C", "C", "S", "C", "C", "N", "N", "N", "N", "C", "C", "C", "C", "C", "O", "C", "O", "N", "C", "C", "H", "H", "H", "H", "H", "H", "H", "H", "H", "H", "H", "H", "H", "H", "H", "H", "H", "H", "H", "H", "H", "H", "H", "H", "H", "H"],
  "positions_angstrom": [[-1.58, 4.14, -4.54], [-0.91, 3.76, -3.26], [-0.92, 4.65, -2.17], [-0.32, 4.32, -0.98], [0.31, 3.08, -0.82], [0.92, 2.66, 0.40], [1.48, 1.44, 0.53], [2.00, 0.92, 1.85], [0.98, 0.34, 2.71], [-0.02, 1.30, 3.18], [-0.86, 0.71, 4.26], [-2.17, 0.36, 4.19], [-2.65, -0.20, 5.40], [-1.70, -0.26, 6.36], [-0.19, 0.36, 5.82], [0.42, -0.90, 2.22], [-0.44, -0.79, 1.01], [-1.22, 0.21, 0.65], [-1.76, -0.13, -0.51], [-1.37, -1.28, -0.88], [-0.54, -1.75, 0.05], [0.12, -3.02, -0.02], [-0.07, -3.67, -1.40], [0.88, -3.06, -2.45], [1.99, -4.11, -2.54], [1.22, -5.40, -2.25], [0.24, -5.05, -1.28], [1.53, 0.52, -0.60], [2.04, -0.59, -0.58], [0.95, 0.98, -1.76], [0.32, 2.19, -1.91], [-0.29, 2.53, -3.11], [-2.66, 4.24, -4.38], [-1.41, 3.40, -5.31], [-1.21, 5.10, -4.89], [-1.40, 5.61, -2.29], [-0.34, 5.01, -0.15], [0.90, 3.34, 1.23], [2.75, 0.15, 1.66], [2.47, 1.74, 2.41], [-0.68, 1.63, 2.37], [0.53, 2.16, 3.57], [-2.77, 0.49, 3.31], [-3.67, -0.53, 5.54], [-1.78, -0.63, 7.36], [-0.17, -1.34, 3.03], [1.25, -1.57, 1.99], [1.18, -2.88, 0.18], [-0.31, -3.69, 0.74], [-1.12, -3.56, -1.69], [0.36, -2.95, -3.40], [1.26, -2.10, -2.12], [2.74, -3.93, -1.78], [2.47, -4.13, -3.52], [0.73, -5.77, -3.16], [1.84, -6.19, -1.83], [0.94, 0.34, -2.54], [-0.28, 1.83, -3.93]]
}

Quick rundown of gap between HOMO and LUMO, same order as above: 8.00, 8.57, 8.01, 8.56 eV